*P*
2 unconnected molecules or ions with the total composition H5N3S, computed with ωB97M-V/def2-TZVPD.

XYZ file:
```
9
Properties=species:S:1:pos:R:3
S -2.0148 0.9146 -0.0931
N -1.1868 -1.4354 -0.1232
N -1.9451 -0.5564 0.4552
N 1.5435 0.9916 0.2313
H 2.1414 1.5124 0.8636
H 1.0278 1.6588 -0.3294
H -1.1459 -2.3523 0.2954
H 2.1570 0.4804 -0.3936
H -0.5773 -1.2137 -0.9060
```

Computed properties:
* gap between HOMO and LUMO (spin up / spin down): 0.3039 / 0.3038 hartree
* total charge: 0
* highest occupied orbital energy (spin up / spin down): -8.17 / -8.17 eV

In elementary charge units, the natural (NBO) charges are: S 0.073; N -0.522; N -0.297; N -1.076; H 0.359; H 0.364; H 0.384; H 0.352; H 0.364



*Q*
A molecular structure, H5N3S, computed with ωB97M-V/def2-TZVPD.

XYZ file:
```
9
Properties=species:S:1:pos:R:3
S 1.0065 -0.1474 -0.9801
N 1.4074 1.5033 -0.9748
N -0.9397 -0.1749 0.3382
N -0.9732 -1.2756 1.1110
H -0.3178 -1.3056 1.8403
H -0.9119 -2.2614 0.6084
H 1.3033 1.7542 0.0798
H -1.5561 -0.2701 -0.4915
H 0.9815 2.1775 -1.5313
```

Computed properties:
* gap between HOMO and LUMO (spin up / spin down): 0.2897 / 0.2886 hartree
* total charge: 0
* highest occupied orbital energy (spin up / spin down): -7.83 / -7.88 eV

In elementary charge units, the natural (NBO) charges are: S 0.202; N -0.970; N -0.433; N -0.593; H 0.360; H 0.331; H 0.381; H 0.352; H 0.370



It turns out *P* is the most stable, with the second structure 1.613 eV higher.